[1]
20
Properties=species:S:1:pos:R:3 method="wB97M-V/def2-TZVPD" de_lowest_ev=1.9742 gap_ha="0.364 / 0.257" spin_multiplicity=2
S 4.38293 0.28385 -0.01359
N 0.39370 0.25331 -0.66360
N -1.37192 -1.37409 0.05337
C 2.64223 0.79948 -0.06074
C 1.73037 -0.31513 -0.63826
C -2.64414 -0.73491 0.28025
C -2.58594 0.52593 1.12599
H -1.55360 -2.24745 -0.42825
H 2.51004 1.52818 -0.86868
H 0.13019 0.18416 -1.65090
H -3.15663 -0.51974 -0.67459
H -1.78842 1.18201 0.77056
H -0.56517 -0.60249 -0.32798
H -3.50607 1.09425 0.95920
H -3.34403 -1.43336 0.76389
H -2.46925 0.33045 2.18642
H 1.82154 -1.21907 -0.04668
H 2.09935 -0.49011 -1.67264
H 2.32742 1.25005 0.87929
H 4.94741 1.50465 0.02695

***

[2]
20
Properties=species:S:1:pos:R:3 method="wB97M-V/def2-TZVPD" de_lowest_ev=0.7739 total_charge=+1 smiles=NC[C@H]([NH3+])CCS gap_ha=0.328 spin_multiplicity=1
S 1.81459 -0.03317 -2.58586
N -1.71575 -0.31604 2.93870
N -1.79903 0.56741 0.47055
C 0.37423 -0.39920 -0.21439
C 0.50591 0.55080 -1.42457
C -0.42227 0.25683 0.91313
C -0.45818 -0.63103 2.18808
H 1.39999 -0.58954 0.11311
H -0.34191 -1.68571 1.95965
H -2.36565 0.80585 1.29862
H 2.79404 0.00598 -1.67976
H -2.22450 -0.18845 -0.06725
H -1.85783 1.48326 0.01940
H 0.06009 -1.38880 -0.55307
H -1.43202 0.03405 3.85162
H 0.10224 1.15841 1.22413
H -0.41487 0.62107 -2.00901
H -2.20409 -1.19004 3.08379
H 0.42251 -0.39834 2.78361
H 0.77294 1.56661 -1.13585